(1)
DFT (wB97M-V/def2-TZVPD) results for a molecular structure, C23H37IN4O7P2RuS4 in a non-equilibrium geometry.

Computed properties:
Frontier orbital gap (spin up / spin down): 6.75 / 6.96 eV
Expectation value of S²: 0.760
Total energy: -117343.8763 eV
Total charge: +1
Energy relative to the best compared isomer or geometry (same formula, charge and spin): 1.423 eV
HOMO (spin up / spin down): -10.4 / -10.4 eV
Molecular weight: 899.8 g mol⁻¹
Multiplicity: 2

Last column: Mulliken charge in e.
Atoms and positions in Å:
Ru  0.086  -0.743  0.044  1.29
O  1.226  2.480  4.620  -0.44
C  2.314  1.685  4.485  1.13
C  3.318  1.707  5.453  -0.79
C  4.448  0.922  5.331  -0.58
C  4.599  0.087  4.232  -0.95
C  3.604  0.054  3.276  -0.61
C  2.452  0.841  3.375  -0.09
C  1.434  0.672  2.312  0.16
O  1.716  -0.102  1.310  -0.29
N  0.302  1.273  2.414  -0.85
N  -0.582  0.861  1.457  1.20
C  -1.782  1.293  1.576  -0.48
S  -3.064  0.707  0.549  0.05
C  -4.379  1.321  1.645  -0.68
C  -3.911  2.641  2.221  -0.64
S  -2.210  2.422  2.833  0.02
H  1.301  2.970  5.447  0.33
H  3.201  2.357  6.314  0.30
H  5.209  0.962  6.100  0.40
H  5.481  -0.531  4.133  0.44
H  3.690  -0.609  2.426  0.30
H  -4.534  0.576  2.423  0.33
H  -5.284  1.426  1.048  0.45
H  -4.525  2.950  3.066  0.43
H  -3.907  3.429  1.469  0.28
C  -4.687  -3.853  -0.748  -0.97
C  -3.546  -4.604  -0.105  -0.35
O  -2.851  -3.727  0.822  -0.40
P  -1.382  -3.224  0.577  0.97
S  -1.053  -1.891  2.013  -0.43
S  -1.100  -2.491  -1.278  -0.59
O  -0.564  -4.564  0.765  -0.37
C  0.831  -4.794  0.469  -0.38
C  1.778  -3.935  1.276  -0.59
H  -5.211  -4.511  -1.442  0.39
H  -4.312  -2.990  -1.298  0.18
H  -5.392  -3.513  0.010  0.28
H  -2.846  -4.979  -0.853  0.35
H  -3.903  -5.439  0.493  0.36
H  0.985  -4.666  -0.604  0.22
H  0.975  -5.842  0.718  0.33
H  1.679  -2.879  1.031  0.00
H  2.805  -4.233  1.062  0.45
H  1.586  -4.054  2.342  0.33
C  -3.390  2.156  -2.440  -1.06
C  -2.278  2.954  -1.790  -0.17
O  -0.961  2.424  -2.088  -0.31
P  -0.293  1.065  -1.592  0.59
O  -0.115  0.178  -2.896  0.11
C  0.289  0.685  -4.195  -0.18
C  -0.907  0.943  -5.081  -1.14
O  1.204  1.637  -1.394  -0.38
C  1.505  2.955  -0.884  -0.29
C  1.799  3.923  -2.008  -1.37
H  -4.352  2.475  -2.037  0.39
H  -3.265  1.091  -2.238  0.22
H  -3.400  2.304  -3.519  0.37
H  -2.412  3.003  -0.711  0.17
H  -2.255  3.971  -2.173  0.40
H  0.917  -0.098  -4.616  0.36
H  0.891  1.586  -4.062  0.21
H  -1.507  0.039  -5.181  0.32
H  -0.565  1.248  -6.071  0.44
H  -1.526  1.737  -4.668  0.11
H  2.384  2.831  -0.251  0.40
H  0.687  3.310  -0.254  0.27
H  2.634  3.557  -2.608  0.32
H  2.064  4.900  -1.601  0.44
H  0.931  4.036  -2.657  0.24
I  4.243  -2.157  -4.513  0.15
C  3.383  -1.500  -2.757  -0.92
C  3.906  -0.592  -1.856  -0.27
N  3.010  -0.469  -0.872  0.27
N  1.945  -1.242  -1.076  0.42
C  2.148  -1.876  -2.226  -0.70
H  4.840  -0.055  -1.852  0.51
H  3.034  0.080  -0.018  0.02
H  1.416  -2.560  -2.622  0.56



(2)
DFT (wB97M-V/def2-TZVPD) results for C23H37N3O2S in the gas phase.

Computed properties:
Frontier orbital gap: 8.56 eV
Total energy: -43853.6166 eV
Energy relative to the best compared isomer or geometry (same formula, charge and spin): 0.090 eV
SMILES: CC(=O)Nc1ccc(SC[C@H](CC(C)C)N2CCN(CC(C)C)CCC2=O)cc1
HOMO: -8.0 eV
Molecular weight: 419.6 g mol⁻¹
Multiplicity: 1

Last column: Mulliken charge in e.
Atoms and positions in Å:
C  5.636  -0.297  -6.128  -1.31
C  4.473  0.216  -5.304  0.80
O  3.412  0.539  -5.783  -0.61
N  4.769  0.263  -3.970  -0.15
C  3.969  0.681  -2.905  0.83
C  2.678  1.175  -3.076  -0.66
C  1.937  1.556  -1.976  -0.63
C  2.463  1.454  -0.694  0.28
S  1.448  1.986  0.664  -0.21
C  1.687  0.681  1.925  -1.39
C  0.978  -0.660  1.698  -0.66
C  1.417  -1.360  0.410  -0.86
C  0.780  -2.740  0.206  0.97
C  1.165  -3.717  1.313  -1.58
C  1.208  -3.288  -1.155  -1.71
N  -0.466  -0.558  1.823  0.91
C  -1.237  0.125  0.809  -0.98
C  -1.884  1.425  1.301  -1.28
N  -3.156  1.178  1.947  0.89
C  -4.020  2.351  2.006  -1.61
C  -5.279  2.165  1.140  0.78
C  -6.105  0.982  1.636  -1.43
C  -4.906  1.972  -0.326  -1.39
C  -3.007  0.494  3.215  -0.74
C  -2.546  -0.958  3.037  -1.30
C  -1.043  -1.099  2.922  0.80
O  -0.394  -1.673  3.781  -0.70
C  3.760  0.995  -0.522  -0.50
C  4.501  0.602  -1.618  -0.88
H  5.352  -0.306  -7.176  0.35
H  5.898  -1.308  -5.821  0.33
H  6.503  0.347  -5.999  0.33
H  5.694  -0.047  -3.701  0.20
H  2.262  1.251  -4.066  0.54
H  0.935  1.937  -2.107  0.40
H  2.757  0.515  2.035  0.63
H  1.311  1.136  2.843  0.55
H  1.278  -1.284  2.551  0.69
H  2.503  -1.471  0.441  0.78
H  1.182  -0.740  -0.458  -0.08
H  -0.309  -2.626  0.207  0.12
H  0.766  -4.705  1.094  0.46
H  2.248  -3.796  1.392  0.30
H  0.767  -3.402  2.274  0.31
H  0.737  -4.250  -1.344  0.45
H  2.287  -3.425  -1.185  0.35
H  0.928  -2.606  -1.955  0.38
H  -0.563  0.365  -0.011  0.43
H  -2.023  -0.530  0.421  0.35
H  -2.063  2.058  0.431  0.46
H  -1.174  1.950  1.964  0.35
H  -3.482  3.241  1.662  0.47
H  -4.330  2.545  3.039  0.57
H  -5.877  3.079  1.235  0.38
H  -6.413  1.132  2.669  0.34
H  -6.998  0.860  1.028  0.44
H  -5.515  0.072  1.576  0.21
H  -4.346  2.827  -0.698  0.33
H  -4.297  1.080  -0.437  0.18
H  -5.801  1.860  -0.934  0.44
H  -3.985  0.477  3.700  0.61
H  -2.302  1.016  3.888  0.28
H  -3.039  -1.386  2.164  0.28
H  -2.838  -1.533  3.918  0.44
H  4.201  0.944  0.462  0.40
H  5.509  0.237  -1.476  0.29



(3)
DFT (wB97M-V/def2-TZVPD) results for 6 unconnected molecules or ions with the total composition C23H38BClN2O18 in a non-equilibrium geometry.

Computed properties:
Frontier orbital gap: 8.11 eV
Total energy: -77500.6915 eV
Energy relative to the best compared isomer or geometry (same formula, charge and spin): 4.177 eV
SMILES: CN(C)B(O)N(Cl)C(=O)O.C[C@@H]1COC(=O)O1.C[C@@H]1COC(=O)O1.C[C@@H]1COC(=O)O1.C[C@@H]1COC(=O)O1.C[C@@H]1COC(=O)O1
HOMO: -8.3 eV
Molecular weight: 676.8 g mol⁻¹
Multiplicity: 1

Last column: Mulliken charge in e.
Atoms and positions in Å:
C  3.776  0.222  3.824  -0.68
N  2.688  1.203  3.451  -0.06
C  3.172  2.297  2.523  -0.57
B  1.428  0.516  2.938  0.31
O  1.351  -0.135  1.609  -0.26
N  0.207  0.576  3.885  0.32
Cl  0.116  -0.829  4.886  -0.10
C  -1.071  0.840  3.121  0.41
O  -1.800  -0.065  2.453  -0.51
O  -1.526  2.270  3.077  -0.46
H  4.051  -0.440  2.893  0.15
H  3.293  -0.526  4.618  0.23
H  4.684  0.800  4.294  0.27
H  3.963  1.895  1.758  0.25
H  3.656  3.132  3.215  0.28
H  2.264  2.833  1.964  -0.10
H  2.133  0.136  1.019  0.31
H  -0.805  2.775  2.569  0.32
C  2.492  -3.698  -2.645  -1.33
C  3.002  -2.322  -2.267  0.96
C  4.498  -2.237  -2.238  -0.48
O  4.734  -1.225  -1.277  -0.31
C  3.671  -1.257  -0.417  0.45
O  3.641  -0.695  0.662  -0.58
O  2.649  -2.009  -0.928  -0.30
H  1.400  -3.690  -2.722  0.12
H  2.906  -4.028  -3.602  0.38
H  2.745  -4.436  -1.875  0.46
H  2.567  -1.558  -2.924  -0.12
H  4.916  -1.954  -3.209  0.32
H  4.980  -3.158  -1.897  0.29
C  -1.557  -0.227  -5.742  -1.44
C  -0.097  0.064  -5.456  0.62
C  0.637  0.608  -6.644  -0.57
O  1.964  0.173  -6.416  -0.33
C  1.871  -0.975  -5.680  0.63
O  2.789  -1.753  -5.496  -0.56
O  0.607  -1.137  -5.182  -0.22
H  -2.065  -0.553  -4.829  0.31
H  -2.072  0.657  -6.131  0.41
H  -1.660  -1.045  -6.464  0.35
H  -0.002  0.725  -4.586  0.23
H  0.590  1.700  -6.697  0.33
H  0.295  0.191  -7.597  0.31
C  -3.519  -3.960  -1.842  -1.40
C  -3.394  -4.489  -3.257  0.51
C  -2.143  -5.285  -3.478  -0.35
O  -1.887  -5.086  -4.855  -0.30
C  -2.423  -3.870  -5.174  0.63
O  -2.194  -3.265  -6.205  -0.56
O  -3.247  -3.421  -4.178  -0.32
H  -4.479  -3.450  -1.711  0.36
H  -3.451  -4.767  -1.106  0.37
H  -2.740  -3.218  -1.630  0.34
H  -4.289  -5.061  -3.532  0.23
H  -2.282  -6.348  -3.258  0.34
H  -1.284  -4.913  -2.909  0.16
C  -1.536  4.929  -0.503  -1.40
C  -0.076  5.220  -0.217  0.49
C  0.658  5.764  -1.405  -0.55
O  1.986  5.329  -1.176  -0.33
C  1.892  4.181  -0.440  0.58
O  2.810  3.403  -0.257  -0.51
O  0.628  4.019  0.058  -0.25
H  -2.044  4.603  0.410  0.34
H  -2.050  5.812  -0.892  0.38
H  -1.639  4.111  -1.225  0.34
H  0.019  5.881  0.653  0.26
H  0.611  6.856  -1.458  0.33
H  0.316  5.347  -2.358  0.30
C  -3.052  0.232  6.081  -1.09
C  -2.682  0.553  7.516  0.51
C  -3.583  -0.105  8.516  -0.47
O  -3.537  0.789  9.612  -0.32
C  -3.282  2.026  9.088  0.62
O  -3.405  3.072  9.699  -0.56
O  -2.877  1.932  7.785  -0.31
H  -2.324  0.675  5.394  -0.14
H  -3.081  -0.848  5.908  0.42
H  -4.026  0.660  5.822  0.41
H  -1.628  0.312  7.702  0.26
H  -3.225  -1.097  8.809  0.32
H  -4.622  -0.187  8.179  0.31